Version P
C3H8NP | ωB97M-V/def2-TZVPD

Calculated values
Kohn-Sham gap = 9.88 eV
Highest occupied orbital energy = -9.0 eV
LUMO energy = 0.86 eV

The geometry in ORCA input format:
```
! wB97M-V def2-TZVPD RIJCOSX def2/J DEFGRID3
* xyz 0 1
C 0.26363 -0.27019 0.16000
C 1.19280 -1.43203 0.06426
C -1.99523 0.51122 -0.07284
N -1.01952 -0.54134 -0.01405
P 0.87747 1.44747 0.51969
H 0.90294 -2.09548 0.80089
H 1.14304 -1.76861 -1.01510
H 2.23350 -1.12615 0.38658
H -3.03833 0.09773 0.32497
H -2.14812 0.76607 -1.10730
H -1.55095 1.30989 0.39769
H 0.93006 2.15020 -0.79088
H 2.20871 0.95122 0.34611
*
```

Löwdin population analysis, charges in e, atoms 1 to 4:
1. C -0.64
2. C -0.12
3. C -0.18
4. N -0.06

Version Q
C3H8NP | ωB97M-V/def2-TZVPD

Calculated values
Kohn-Sham gap = 9.92 eV
Highest occupied orbital energy = -9.0 eV
LUMO energy = 0.94 eV

The geometry in ORCA input format:
```
! wB97M-V def2-TZVPD RIJCOSX def2/J DEFGRID3
* xyz 0 1
C -0.83520 -0.32539 -0.26385
C 1.39342 1.37521 0.67359
C -0.18856 -1.58409 -0.77672
N -1.95594 -0.19085 0.29221
P 0.03088 1.40465 -0.64489
H 2.14470 2.14365 0.57104
H 1.94874 0.38762 0.54323
H 1.01133 1.60879 1.63489
H 0.15658 -2.13709 0.06839
H 0.63949 -1.11970 -1.39495
H -0.91804 -2.27347 -1.32361
H -2.42558 -1.14193 0.33561
H -1.00182 1.85261 0.28505
*
```

Löwdin population analysis, charges in e, atoms 1 to 4:
1. C -0.66
2. C -0.37
3. C -0.11
4. N 0.02

Version R
C3H8NP | ωB97M-V/def2-TZVPD

Calculated values
Kohn-Sham gap = 6.43 eV
Highest occupied orbital energy = -6.8 eV
LUMO energy = -0.38 eV

The geometry in ORCA input format:
```
! wB97M-V def2-TZVPD RIJCOSX def2/J DEFGRID3
* xyz 0 1
C -0.70678 0.49512 -1.05646
C -0.23171 -1.51541 0.29101
C 0.35783 -0.28615 -0.36392
N 1.57076 0.05337 -0.23480
P 3.00002 -0.26786 0.20699
H -1.37332 -0.08871 -1.73460
H -1.29131 0.96478 -0.22791
H -0.31424 1.35796 -1.55213
H -1.21263 -1.71275 -0.12316
H -0.24145 -1.28791 1.39249
H 0.66955 -2.21867 0.22302
H -0.11847 1.90349 1.77130
H -0.10825 2.60274 1.40818
*
```

Löwdin population analysis, charges in e, atoms 1 to 4:
1. C -0.08
2. C -0.05
3. C -0.55
4. N -0.47

Here is how they stack up, most stable first: version Q, version P, version R.

Version P
C2H6N4OS | ωB97M-V/def2-TZVPD

Calculated values
Kohn-Sham gap = 8.81 eV
Highest occupied orbital energy = -8.1 eV
LUMO energy = 0.66 eV

The geometry in ORCA input format:
```
! wB97M-V def2-TZVPD RIJCOSX def2/J DEFGRID3
* xyz 0 1
C 0.20661 -0.00849 1.21155
C -0.21381 -1.21968 -1.39328
N 1.00613 -0.08137 -3.12759
N 0.28947 -0.50643 -2.22972
N 0.39940 0.47723 2.47396
N -0.68364 0.35215 0.35884
O 1.06599 -1.06063 0.87895
S -1.90402 1.44070 0.69139
H 0.79459 -1.35189 -0.01692
H -0.85042 -2.02964 -1.14451
H 1.00719 0.91386 -3.14646
H 0.12636 1.31824 3.11000
H 1.33823 0.23488 2.83112
H -2.58210 1.52107 -0.49732
*
```

Löwdin population analysis, charges in e, atoms 1 to 4:
1. C -0.61
2. C 0.05
3. N 0.07
4. N -0.17

Version Q
C2H6N4OS | ωB97M-V/def2-TZVPD

Calculated values
Kohn-Sham gap = 8.58 eV
Highest occupied orbital energy = -8.2 eV
LUMO energy = 0.35 eV

The geometry in ORCA input format:
```
! wB97M-V def2-TZVPD RIJCOSX def2/J DEFGRID3
* xyz 0 1
C -1.19224 -0.70670 1.31520
C -0.17038 1.28226 -1.52472
H -0.28277 -2.70447 1.45656
H -1.21527 -2.08969 2.85001
H 0.45678 -0.72211 0.09380
H -0.57801 1.84525 -2.38162
H 1.71480 1.99043 -2.23301
H 2.41395 0.81822 -0.09166
N -0.72315 -1.90201 1.85719
N -0.40284 -0.13544 0.25627
N -0.93872 0.58672 -0.85971
N 1.32161 1.42954 -1.37648
O 2.15229 0.31682 -1.13614
S -2.55605 -0.00883 1.77429
*
```

Löwdin population analysis, charges in e, atoms 1 to 4:
1. C -0.98
2. C -0.19
3. H 0.07
4. H 0.15

Here is how they stack up, most stable first: version P, version Q.

Version P
CH4NO2S | ωB97M-V/def2-TZVPD

Calculated values
Kohn-Sham gap = 7.84 eV
Highest occupied orbital energy = -3.7 eV
LUMO energy = 4.13 eV

The geometry in ORCA input format:
```
! wB97M-V def2-TZVPD RIJCOSX def2/J DEFGRID3
* xyz -1 1
C 1.09037 -0.94623 -0.65835
N -0.19224 1.18686 0.75979
O -1.32392 -1.26916 0.12870
O -0.92088 0.26582 -1.65454
S -0.37213 -0.31900 -0.45017
H 1.83229 -0.22942 -1.05039
H 1.18596 -0.94769 0.46459
H -0.14221 0.70648 1.75697
H -1.15725 1.55235 0.70339
*
```

Löwdin population analysis, charges in e, atoms 1 to 4:
1. C -0.36
2. N -0.17
3. O -0.43
4. O -0.43

Version Q
CH4NO2S | ωB97M-V/def2-TZVPD

Calculated values
Kohn-Sham gap = 7.33 eV
Highest occupied orbital energy = -3.2 eV
LUMO energy = 4.14 eV

The geometry in ORCA input format:
```
! wB97M-V def2-TZVPD RIJCOSX def2/J DEFGRID3
* xyz -1 1
C -0.89593 0.37375 -1.22774
N -0.16653 -1.00657 1.18950
O 0.55332 1.37703 0.89383
O 1.64830 -0.36348 -0.57303
S 0.38448 0.23330 -0.02584
H -0.39745 0.25097 -2.23612
H -1.10530 1.43511 -1.34973
H -0.62037 -0.63364 2.00959
H 0.59948 -1.66646 1.31953
*
```

Löwdin population analysis, charges in e, atoms 1 to 4:
1. C -0.35
2. N -0.15
3. O -0.46
4. O -0.46

Here is how they stack up, most stable first: version Q, version P.

Version P
C23H27N3O4 | ωB97M-V/def2-TZVPD

Calculated values
Kohn-Sham gap = 8.45 eV
Highest occupied orbital energy = -7.8 eV
LUMO energy = 0.63 eV

The geometry in ORCA input format:
```
! wB97M-V def2-TZVPD RIJCOSX def2/J DEFGRID3
* xyz 0 1
C 2.90194 -1.17475 8.22472
H 3.05187 -0.24752 8.77326
O 1.94058 -0.90280 7.23927
C 1.63857 -2.02971 6.44088
C 0.58272 -1.65785 5.45591
C -0.78078 -1.69902 5.53703
C -1.26689 -1.20024 4.31069
C -0.16404 -0.88242 3.56273
C -0.09161 -0.32140 2.19724
O -1.09585 -0.14113 1.53554
N 1.17573 -0.06516 1.80414
H 1.90148 -0.29844 2.46521
C 1.64437 0.55548 0.57088
C 0.56865 1.27440 -0.16534
C 0.17862 0.96771 -1.45157
N -0.80969 1.84194 -1.77500
N -1.06539 2.67975 -0.75980
C -0.24181 2.35902 0.21060
H -0.25582 2.89601 1.13777
C -1.57726 1.93541 -2.94193
C -1.06064 1.64786 -4.19685
C -1.85623 1.75342 -5.32637
C -3.17910 2.16384 -5.21570
C -3.68862 2.47695 -3.95264
C -2.90051 2.36337 -2.83194
H -3.28219 2.60598 -1.85360
H -4.71334 2.80462 -3.88165
O -4.04611 2.29951 -6.25754
C -3.59061 2.00526 -7.55489
H -3.27164 0.96140 -7.64290
H -2.76726 2.66326 -7.85184
H -4.44156 2.17684 -8.21224
H -1.42351 1.52135 -6.28677
H -0.02852 1.36058 -4.31255
C 0.73895 -0.13094 -2.27857
H -0.04615 -0.60353 -2.87330
H 1.49165 0.26929 -2.96784
C 1.40716 -1.17675 -1.36599
C 0.33144 -1.99736 -0.65641
H -0.38570 -1.35285 -0.15804
H 0.77846 -2.66033 0.08193
H -0.20825 -2.60765 -1.37797
C 2.26307 -2.11294 -2.22561
H 2.70369 -2.89597 -1.61262
H 3.06857 -1.56845 -2.71505
H 1.65303 -2.58441 -2.99288
C 2.33155 -0.46289 -0.36387
H 2.84207 -1.21023 0.24786
H 3.09350 0.07493 -0.93370
H 2.40637 1.28590 0.88763
O 0.96344 -1.16285 4.26203
H -2.28554 -1.08238 4.00517
H -1.35927 -2.04340 6.36929
H 2.54168 -2.36592 5.90688
H 1.27583 -2.85414 7.07402
H 2.55636 -1.95617 8.91328
H 3.85252 -1.49451 7.77899
*
```

Löwdin population analysis, charges in e, atoms 1 to 4:
1. C -0.12
2. H 0.09
3. O -0.17
4. C -0.16

Version Q
C23H27N3O4 | ωB97M-V/def2-TZVPD

Calculated values
Kohn-Sham gap = 8.84 eV
Highest occupied orbital energy = -8.6 eV
LUMO energy = 0.26 eV

The geometry in ORCA input format:
```
! wB97M-V def2-TZVPD RIJCOSX def2/J DEFGRID3
* xyz 0 1
C 0.91818 0.23680 -5.98993
H 1.69910 0.98791 -6.12677
H 0.12165 0.66637 -5.37867
H 0.52919 -0.08970 -6.95070
O 1.44998 -0.92121 -5.36557
C 1.97263 -0.74403 -4.14822
O 1.98835 0.35504 -3.61770
C 2.50018 -1.98466 -3.55758
C 2.44073 -3.17129 -4.29404
C 2.91745 -4.35526 -3.77591
C 3.46541 -4.37303 -2.49990
C 3.53806 -3.21755 -1.75084
C 3.06205 -2.00793 -2.26046
N 3.12255 -0.83111 -1.53505
C 3.54908 -0.61683 -0.25647
O 3.99523 -1.46660 0.48377
C 3.33864 0.83292 0.18856
N 2.01645 1.07679 0.73692
C 1.72474 0.29117 1.92206
C 0.49778 0.87074 2.62029
C -0.69804 0.85549 1.66915
N -1.86526 1.44012 2.29112
C -3.06411 0.81463 2.35966
O -3.24939 -0.30662 1.92889
C -4.12812 1.65015 3.00099
C -4.34407 2.93959 2.52633
C -5.33902 3.73365 3.06670
C -6.12225 3.23989 4.09524
C -5.91225 1.95684 4.56833
C -4.92499 1.14104 4.03078
C -4.70302 -0.23930 4.56402
H -4.62437 -0.94889 3.74415
H -3.76915 -0.28011 5.12548
H -5.51619 -0.53519 5.22189
H -6.52979 1.57620 5.36943
H -6.90028 3.85273 4.52620
H -5.50240 4.73088 2.68593
H -3.74259 3.31419 1.70933
H -1.77372 2.37238 2.66328
C -0.32324 1.60098 0.38635
C 0.93265 0.98223 -0.22261
H 1.20949 1.53219 -1.12526
H 0.71286 -0.06267 -0.50429
H -1.14542 1.55156 -0.32889
H -0.12488 2.64847 0.62267
H -0.97431 -0.17682 1.42766
H 0.27396 0.29171 3.51711
H 0.71041 1.90127 2.91291
H 2.58835 0.33764 2.58831
H 1.54074 -0.76873 1.67966
H 3.49461 1.51840 -0.64818
H 4.06776 1.05368 0.97275
H 2.75735 -0.03012 -2.05248
H 3.96266 -3.23087 -0.76089
H 3.84005 -5.29723 -2.08615
H 2.86372 -5.26183 -4.35860
H 2.01142 -3.14339 -5.28280
*
```

Löwdin population analysis, charges in e, atoms 1 to 4:
1. C -0.04
2. H 0.10
3. H 0.10
4. H 0.10

Here is how they stack up, most stable first: version Q, version P.

Version P
C2H7NO2Si | ωB97M-V/def2-TZVPD

Calculated values
Kohn-Sham gap = 10.12 eV
Highest occupied orbital energy = -9.7 eV
LUMO energy = 0.38 eV

The geometry in ORCA input format:
```
! wB97M-V def2-TZVPD RIJCOSX def2/J DEFGRID3
* xyz 0 1
C -0.58778 0.12653 -1.47846
C 0.34238 0.71921 -0.64808
N -2.89981 -0.43578 0.00629
O -2.52881 -1.56445 0.68619
O -3.56831 -0.57443 -0.94103
Si 0.89215 -0.07614 0.93343
H -0.81686 -0.85095 -1.16574
H -1.89509 -1.14322 1.26898
H -1.08186 0.70790 -2.17394
H 0.71635 1.72993 -0.89770
H -0.17451 0.37733 1.85323
H 0.48706 -1.49604 0.60174
H 2.22346 0.24672 1.24519
*
```

Löwdin population analysis, charges in e, atoms 1 to 4:
1. C -0.08
2. C -0.36
3. N -0.15
4. O 0.00

Version Q
C2H7NO2Si | ωB97M-V/def2-TZVPD

Calculated values
Kohn-Sham gap (alpha / beta) = 8.38 / 8.38 eV
Highest occupied orbital energy (alpha / beta) = -9.5 / -9.5 eV
LUMO energy (alpha / beta) = -1.07 / -1.07 eV

The geometry in ORCA input format:
```
! wB97M-V def2-TZVPD RIJCOSX def2/J DEFGRID3
* xyz 0 1
C 0.01067 1.75384 -0.19383
C 0.97092 -0.28845 0.62760
N 2.19780 -0.11582 -0.00607
O 2.52852 -1.07215 -0.68672
O 2.75154 0.91278 0.19169
Si -0.12627 -1.57947 -0.01519
H -0.58459 1.41572 -1.08898
H 0.92959 2.26667 -0.41823
H -0.48628 1.82768 0.77717
H 0.83506 -0.04458 1.64525
H -1.40291 -1.40657 0.79295
H -0.31492 -1.08971 -1.36432
H 0.20120 -2.91041 0.43361
*
```

Löwdin population analysis, charges in e, atoms 1 to 4:
1. C 0.15
2. C -0.28
3. N -0.52
4. O 0.03

Version R
C2H7NO2Si | ωB97M-V/def2-TZVPD

Calculated values
Kohn-Sham gap = 11.16 eV
Highest occupied orbital energy = -11.0 eV
LUMO energy = 0.17 eV

The geometry in ORCA input format:
```
! wB97M-V def2-TZVPD RIJCOSX def2/J DEFGRID3
* xyz 0 1
C -1.59800 -0.07414 -0.67227
C -0.53085 0.18578 0.68595
N -2.87458 -0.13104 -0.09694
O -3.36040 -1.21727 0.00665
O -3.43358 0.88062 0.29667
Si 1.27899 0.17087 0.12189
H -1.18064 -0.89971 -1.23510
H -1.52279 0.74222 -1.28812
H -0.77908 1.26080 1.00200
H -0.86882 -0.52835 1.49975
H 2.40663 -0.23972 1.12044
H 1.42660 1.66267 -0.28461
H 1.35576 -0.73455 -0.90192
*
```

Löwdin population analysis, charges in e, atoms 1 to 4:
1. C -0.12
2. C -0.31
3. N -0.47
4. O 0.09

Here is how they stack up, most stable first: version R, version P, version Q.

Version P
C2H4N2S3 | ωB97M-V/def2-TZVPD

Calculated values
Kohn-Sham gap = 8.43 eV
Highest occupied orbital energy = -8.5 eV
LUMO energy = -0.03 eV

The geometry in ORCA input format:
```
! wB97M-V def2-TZVPD RIJCOSX def2/J DEFGRID3
* xyz 0 1
C 1.80593 -0.49589 -0.32664
C 1.14068 -0.89229 -1.39151
N -1.49041 1.84723 1.26178
N -1.46361 0.82828 0.67163
S 2.53647 -0.94961 1.16982
S 2.26837 0.99375 0.51371
S -2.45005 -0.47593 0.54233
H 0.74869 -0.08069 -2.09361
H 0.89217 -1.79628 -1.81894
H -2.31656 2.09350 1.90838
H -1.67167 -1.07206 -0.43695
*
```

Löwdin population analysis, charges in e, atoms 1 to 4:
1. C -1.11
2. C -0.08
3. N -0.03
4. N -0.61

Version Q
C2H4N2S3 | ωB97M-V/def2-TZVPD

Calculated values
Kohn-Sham gap = 7.93 eV
Highest occupied orbital energy = -8.6 eV
LUMO energy = -0.72 eV

The geometry in ORCA input format:
```
! wB97M-V def2-TZVPD RIJCOSX def2/J DEFGRID3
* xyz 0 1
C 1.58967 -0.74603 -0.32010
C -2.17453 0.25671 0.44369
H 1.72219 2.71805 0.14312
H 2.58599 -1.65081 -0.93830
H -0.00002 -2.00852 0.61838
H -1.89263 0.06760 1.48535
N 1.96839 0.43046 -0.48424
N 0.04612 -1.14040 0.32100
S 0.85031 1.85382 -0.19511
S -1.06177 -0.55970 -0.66364
S -3.63373 0.77883 -0.41014
*
```

Löwdin population analysis, charges in e, atoms 1 to 4:
1. C -0.30
2. C -0.87
3. H -0.21
4. H 0.22

Here is how they stack up, most stable first: version P, version Q.